Record 1
The following is a quantum chemistry calculation of one molecule with the formula C4H8N2S2 at a distorted geometry, from the Open Molecules 2025 dataset.

Last column: natural (NBO) charge in e.
CARTESIAN COORDINATES (ANGSTROEM)
S 1.676 -1.915 0.516  -0.02
C 0.534 -0.990 -0.552  -0.42
C -0.908 -1.400 -0.254  -0.01
N -1.773 -0.628 0.234  -0.21
N -1.432 0.649 0.577  -0.45
C -0.055 1.043 0.744  -0.25
C 0.756 0.513 -0.487  -0.31
S 0.138 1.247 -2.090  -0.06
H 1.235 -1.681 1.781  0.13
H 0.784 -1.282 -1.568  0.25
H -1.229 -2.423 -0.463  0.20
H -2.142 0.919 1.278  0.39
H 0.123 2.092 0.845  0.22
H 0.319 0.573 1.649  0.18
H 1.835 0.713 -0.440  0.24
H 0.140 2.569 -1.770  0.13

Calculated values
- ΔE to the lowest compared entry with this formula, charge and spin: 126.6 kJ/mol
- Multiplicity: 1
- Strongest force on any atom: 1.985 eV Å⁻¹
- HOMO: -0.3181 Eh
- SMILES: S[C@H]1C=NNC[C@@H]1S


Record 2
The following is a quantum chemistry calculation of a 2-piece molecular cluster, C4H8N2Si overall at a distorted geometry, from the Open Molecules 2025 dataset.

Last column: natural (NBO) charge in e.
CARTESIAN COORDINATES (ANGSTROEM)
C 3.776 0.628 0.124  -0.08
C 2.650 1.414 0.062  -0.11
C 2.129 -0.678 -0.174  0.16
C -4.412 -0.718 0.251  -0.86
N 3.416 -0.658 0.027  -0.44
N 1.584 0.569 -0.120  -0.79
Si -0.168 0.926 -0.016  0.95
H 4.723 0.905 0.453  0.21
H 2.512 2.472 0.120  0.21
H 1.608 -1.514 -0.336  0.19
H -3.358 -0.453 0.476  0.21
H -4.256 -1.719 0.385  0.21
H -4.551 -0.752 -0.830  0.22
H -0.462 0.061 -1.329  -0.30
H -5.189 -0.483 0.909  0.22

Calculated values
- ΔE to the lowest compared entry with this formula, charge and spin: 165.4 kJ/mol
- Multiplicity: 1
- Strongest force on any atom: 3.674 eV Å⁻¹
- HOMO: -0.3258 Eh


Record 3
The following is a quantum chemistry calculation of an isolated ion of composition C4H8N3 and charge +1 at a distorted geometry, from the Open Molecules 2025 dataset.

Last column: natural (NBO) charge in e.
CARTESIAN COORDINATES (ANGSTROEM)
N 1.967 0.661 -0.016  -0.86
C 1.301 -0.574 0.082  -0.03
N -0.251 -0.265 -0.038  -0.31
C -1.310 -1.173 -0.103  -0.06
C -2.422 -0.426 0.050  -0.04
N -2.055 0.937 0.052  -0.47
C -0.725 0.985 0.019  0.26
H 2.537 1.081 -0.698  0.42
H 2.120 1.081 0.845  0.38
H 1.620 -1.114 1.086  0.25
H 1.387 -1.102 -0.886  0.23
H -1.324 -2.257 -0.207  0.27
H -3.492 -0.559 0.135  0.26
H -2.664 1.720 -0.020  0.45
H -0.245 1.947 -0.016  0.26

Calculated values
- Net charge: +1
- ΔE to the lowest compared entry with this formula, charge and spin: 172.0 kJ/mol
- Multiplicity: 1
- Strongest force on any atom: 2.800 eV Å⁻¹
- HOMO: -0.5197 Eh
- SMILES: NC[n+]1cc[nH]c1


Record 4
The following is a quantum chemistry calculation of C4H8N3 as an isolated structure at a distorted geometry, from the Open Molecules 2025 dataset.

Last column: natural (NBO) charge in e.
CARTESIAN COORDINATES (ANGSTROEM)
C 0.027 -0.180 0.301  0.55
C 2.183 0.249 -1.200  0.14
C 0.190 1.633 -0.638  -0.03
C -1.295 -1.737 1.430  -0.47
N 1.080 0.418 -0.561  -0.25
N -0.111 -1.325 0.810  -0.36
N -0.659 1.069 0.302  -0.62
H 2.619 -0.757 -1.203  0.25
H 2.342 0.938 -1.960  0.23
H 0.666 2.561 -0.451  0.22
H -0.301 1.630 -1.636  0.20
H -2.041 -0.987 1.977  0.21
H -1.904 -2.098 0.607  0.24
H -1.157 -2.684 2.037  0.25
H -1.639 1.270 0.185  0.43

Calculated values
- Net charge: +1
- ΔE to the lowest compared entry with this formula, charge and spin: 437.3 kJ/mol
- Multiplicity: 1
- Strongest force on any atom: 4.093 eV Å⁻¹
- HOMO: -0.5114 Eh


Record 5
The following is a quantum chemistry calculation of an isolated ion of composition C4H8N3 and charge +1 at a distorted geometry, from the Open Molecules 2025 dataset.

Last column: natural (NBO) charge in e.
CARTESIAN COORDINATES (ANGSTROEM)
C 0.127 0.820 -0.170  -0.48
C -1.405 0.719 0.180  -0.64
C 0.924 -0.466 0.108  0.46
C -2.127 -0.483 0.078  0.41
N 0.455 -1.686 0.029  -0.35
N 2.241 -0.300 0.147  -0.74
N -1.059 -1.611 -0.031  -0.55
H 0.288 0.738 -1.310  0.26
H 0.428 1.823 0.086  0.28
H -1.346 0.709 1.226  0.32
H -2.088 1.427 -0.264  0.30
H 2.703 -1.186 -0.031  0.42
H 2.644 0.530 -0.205  0.42
H -1.466 -2.337 0.484  0.44
H -1.186 -1.903 -1.052  0.46

Calculated values
- Net charge: +1
- ΔE to the lowest compared entry with this formula, charge and spin: 645.9 kJ/mol
- Multiplicity: 1
- Strongest force on any atom: 3.532 eV Å⁻¹
- HOMO: -0.5317 Eh


Record 6
The following is a quantum chemistry calculation of an isolated ion of composition C4H8N3 and charge +1 at a distorted geometry, from the Open Molecules 2025 dataset.

Last column: natural (NBO) charge in e.
CARTESIAN COORDINATES (ANGSTROEM)
C 0.089 1.353 -1.416  -0.67
C -0.325 -0.032 -1.218  -0.25
N 0.042 -0.609 0.029  -0.11
C 1.162 -0.983 0.480  0.28
N 1.141 -1.186 1.784  -0.41
C -0.147 -1.008 2.170  0.27
N -0.853 -0.518 1.186  -0.31
H 0.284 1.890 -0.483  0.23
H -0.641 2.083 -1.654  0.26
H 0.880 1.603 -2.086  0.25
H -0.140 -0.608 -2.088  0.26
H -1.439 0.013 -1.140  0.23
H 2.095 -0.826 0.089  0.26
H -0.375 -0.910 3.228  0.27
H -1.772 -0.261 1.120  0.45

Calculated values
- Net charge: +1
- ΔE to the lowest compared entry with this formula, charge and spin: 343.3 kJ/mol
- Multiplicity: 1
- Strongest force on any atom: 5.381 eV Å⁻¹
- HOMO: -0.5857 Eh
- SMILES: CC[n+]1cnc[nH]1


Record 7
The following is a quantum chemistry calculation of an isolated ion of composition C4H8N3O and charge +1 at a distorted geometry, from the Open Molecules 2025 dataset.

Last column: natural (NBO) charge in e.
CARTESIAN COORDINATES (ANGSTROEM)
C 0.988 0.178 -2.833  -0.42
N 1.216 -0.071 -1.407  -0.39
N 0.301 0.151 -0.426  0.12
C 0.421 -0.356 0.865  -0.14
C -0.739 0.018 1.504  0.37
C -1.333 -0.084 2.809  -0.69
O -1.444 0.731 0.576  -0.20
N -0.778 0.846 -0.560  0.12
H 1.590 1.002 -3.183  0.23
H 1.280 -0.677 -3.375  0.23
H -0.105 0.355 -2.810  0.23
H 1.960 -0.683 -1.361  0.42
H 1.403 -0.828 1.087  0.28
H -1.735 0.900 3.072  0.28
H -2.248 -0.762 2.525  0.28
H -0.777 -0.720 3.517  0.28

Calculated values
- Net charge: +1
- ΔE to the lowest compared entry with this formula, charge and spin: 551.6 kJ/mol
- Multiplicity: 1
- Strongest force on any atom: 3.381 eV Å⁻¹
- HOMO: -0.5302 Eh
- SMILES: CN[n+]1cc(C)on1


Record 8
The following is a quantum chemistry calculation of an isolated ion of composition C4H8N3O2 and charge +1 at a distorted geometry, from the Open Molecules 2025 dataset.

Last column: natural (NBO) charge in e.
CARTESIAN COORDINATES (ANGSTROEM)
C 0.783 1.816 0.981  -0.65
C 0.592 0.326 0.968  0.21
N 1.068 -0.211 -0.238  -0.44
C 0.908 -1.122 -1.037  0.31
C 0.930 -1.974 -2.056  0.00
O 1.684 -3.061 -2.114  -0.62
O -0.834 -0.001 1.190  -0.24
N -1.579 0.971 0.741  0.30
N -2.735 0.613 0.312  -0.43
H 1.776 2.227 1.081  0.27
H 0.340 2.294 1.826  0.23
H 0.199 2.138 0.190  0.22
H 0.977 -0.056 1.955  0.24
H 0.496 -1.937 -3.045  0.24
H 2.078 -3.163 -1.265  0.48
H -3.443 1.388 0.364  0.43
H -3.239 -0.248 0.146  0.44

Calculated values
- Net charge: +1
- ΔE to the lowest compared entry with this formula, charge and spin: 723.8 kJ/mol
- Multiplicity: 1
- Strongest force on any atom: 2.906 eV Å⁻¹
- HOMO (alpha / beta): -0.4235 / -0.4235 Eh
- SMILES: C[C@H](N=C=CO)ON=[NH2+]


| no. | calculated total energy (eV) |
| --- | --- |
| 1 | -28926.99579 |
| 2 | -15133.03360 |
| 3 | -8740.99904 |
| 4 | -8738.24969 |
| 5 | -8736.08746 |
| 6 | -8739.22412 |
| 7 | -10784.58377 |
| 8 | -12829.76934 |